Below is C3H38NO16S as an isolated structure in a non-equilibrium geometry, with properties calculated with the ωB97M-V functional and the def2-TZVPD basis.

```
59
Properties=species:S:1:pos:R:3:forces:R:3:mulliken_charge:R:1
C -1.161 -0.044 -0.351 -4.0 0.5 2.2 -0.588
C -2.074 0.657 -1.409 0.1 -1.2 -2.0 -0.704
S -3.900 0.239 -1.129 2.4 1.9 0.1 0.097
N 0.196 0.272 -0.408 0.8 0.2 -0.6 1.258
C 0.912 -0.447 0.719 2.5 1.7 -0.1 0.073
O 1.956 -1.209 0.258 -0.4 0.1 -0.9 -0.789
H -1.510 -1.101 -0.379 0.9 0.2 -0.1 0.355
H -1.628 0.394 0.639 1.1 -1.0 -1.3 0.196
H -1.926 1.734 -1.455 -0.3 0.3 0.3 0.372
H -1.799 0.246 -2.420 -0.5 0.1 0.7 0.384
H -3.951 1.334 -0.295 -0.6 -0.6 -0.2 0.334
H 0.623 0.258 -1.391 -0.5 -0.4 2.3 -0.432
H 0.273 -1.030 1.330 -1.6 -0.7 0.1 0.056
H 1.348 0.290 1.485 -0.7 -0.3 -1.1 0.054
H 3.658 -1.776 3.007 1.7 -0.3 0.1 0.237
H 2.750 -1.352 1.699 0.9 -0.3 0.3 0.326
O 2.823 -1.557 2.663 -2.4 0.6 -0.3 -0.637
H -1.790 2.800 2.349 -1.1 -0.6 -0.7 0.291
H -0.537 3.575 2.384 0.1 0.1 0.0 0.366
O -1.211 3.209 2.964 0.6 0.5 1.0 -0.630
H -4.198 -1.145 0.474 0.0 -1.9 2.0 0.240
H -3.987 -2.227 1.747 0.9 0.0 -0.3 0.330
O -4.573 -1.650 1.264 -1.0 1.4 -1.5 -0.663
H 2.022 2.921 -0.493 0.1 -0.1 0.5 0.314
H 3.056 2.516 -1.568 0.7 -0.9 0.1 0.481
O 2.483 3.216 -1.276 -1.2 1.5 -0.1 -0.705
H 2.068 -1.029 -1.010 0.6 -0.4 0.0 0.348
H 2.460 -1.572 -2.616 0.7 -1.3 -0.2 0.188
O 2.242 -0.796 -2.132 -0.4 0.9 1.0 -0.857
H -0.867 -2.556 -2.654 1.0 1.7 -2.0 0.348
H -0.288 -2.872 -1.250 1.0 0.3 0.2 0.269
O -0.968 -3.043 -1.881 -1.9 -1.9 1.9 -0.665
H 1.012 -0.777 -2.941 -1.5 -0.5 -1.1 0.325
H 0.708 -1.223 -4.412 -0.6 0.1 0.3 0.301
O 0.209 -1.013 -3.601 1.4 0.5 0.4 -0.710
H 3.604 0.331 -1.624 0.4 -0.1 0.9 0.386
H 3.576 1.052 -2.793 1.1 0.9 0.8 0.347
O 4.029 1.159 -1.907 -0.9 -0.9 -2.0 -0.831
H 0.076 3.854 -1.401 0.5 0.2 -0.5 0.324
H -0.801 3.437 -0.287 -0.1 0.3 -0.1 0.319
O -0.852 3.688 -1.221 -0.3 -0.5 0.5 -0.679
H -4.455 0.122 2.036 0.4 -0.3 0.4 0.391
H -2.963 0.544 2.350 -0.8 -0.4 0.2 0.316
O -3.836 0.868 2.048 0.5 0.7 -0.6 -0.601
H 2.188 -4.258 1.571 0.4 0.0 0.6 0.255
H 1.863 -2.992 0.731 0.3 1.0 0.1 0.450
O 1.854 -3.945 0.745 -0.7 -1.1 -0.9 -0.694
H 0.449 1.898 0.574 0.3 0.9 0.2 0.354
H 1.059 2.328 1.914 -0.3 0.8 -1.0 0.347
O 0.701 2.732 1.081 0.3 -1.8 0.4 -0.819
H 0.168 2.035 -3.365 0.0 0.4 -0.6 0.309
H 0.660 1.527 -4.697 -0.3 0.3 0.0 0.327
O 0.187 2.281 -4.310 0.2 -0.7 0.6 -0.635
H -1.162 -0.329 3.831 0.2 0.5 0.5 0.334
H -1.207 -1.688 3.191 -1.0 0.7 0.6 0.249
O -1.803 -0.934 3.469 0.8 -1.2 -1.1 -0.593
H 0.844 -2.252 3.062 0.1 -1.5 1.6 0.323
H 0.858 -3.753 3.359 0.2 -0.7 -0.3 0.321
O 0.526 -2.946 3.731 -0.2 2.2 -1.2 -0.667
```
Forces are in eV/Å.

Values from the calculation:
HOMO (alpha / beta): -10.2 / -10.1 eV
charge: 0
multiplicity: 2
lowest unoccupied orbital energy (alpha / beta): -0.047 / -0.238 Eh

=====

Below is C5H9NO2 as an isolated structure in a non-equilibrium geometry, with properties calculated with the ωB97M-V functional and the def2-TZVPD basis.

```
17
Properties=species:S:1:pos:R:3:forces:R:3:mulliken_charge:R:1
C 1.790 1.048 0.208 -0.1 0.1 0.0 -1.505
C -0.686 0.497 -0.300 -0.8 1.5 -0.1 0.382
C 0.732 -0.029 0.062 -1.5 -0.5 -1.2 1.183
N 1.249 -1.200 -0.643 -0.1 0.2 0.1 -0.645
C -1.802 -0.386 -0.159 2.7 -0.8 -0.6 -0.308
C -0.366 -0.027 1.057 0.2 -0.8 1.2 -1.150
O -0.889 1.825 -0.697 0.4 0.3 -0.7 -0.557
O -1.788 -1.653 -0.712 -0.4 0.3 0.1 -0.461
H -1.388 2.449 -0.152 0.1 -0.8 0.5 0.318
H -2.515 -2.177 -0.349 0.2 0.2 0.0 0.349
H 2.159 -1.461 -0.276 -0.2 0.0 0.0 0.260
H 0.620 -1.992 -0.583 0.1 0.1 0.0 0.224
H -2.759 0.046 0.121 0.2 -0.1 0.2 0.391
H -0.537 -0.896 1.682 -0.6 0.6 0.5 0.390
H 2.180 1.332 -0.772 0.0 -0.1 0.1 0.361
H 2.609 0.678 0.832 0.0 0.0 -0.1 0.446
H 1.392 1.946 0.680 -0.1 -0.2 0.0 0.320
```
Forces are in eV/Å.

Values from the calculation:
HOMO: -7.5 eV
charge: 0
lowest unoccupied orbital energy: 0.020 Eh

=====

Below is C31H47IIrN11OPS as an isolated structure, with properties calculated with the ωB97M-V functional and the def2-TZVPD basis.

```
94
Properties=species:S:1:pos:R:3:forces:R:3:mulliken_charge:R:1
Ir -0.403 1.321 -1.069 -0.2 0.2 -0.3 1.050
C 2.595 3.759 0.722 0.0 0.0 0.0 -2.007
C 1.351 3.028 0.355 -0.1 0.0 0.0 0.826
N 1.277 2.264 -0.684 0.0 -0.1 0.0 0.827
N 2.365 2.132 -1.491 0.0 0.0 0.0 -1.726
C 2.238 1.229 -2.438 -0.1 0.0 0.0 0.626
N 3.287 1.051 -3.246 0.0 0.0 0.0 -0.251
S 0.830 0.228 -2.725 0.0 0.1 0.3 -0.754
C 0.104 3.118 1.137 0.0 0.0 -0.1 1.170
C 0.044 3.735 2.375 0.0 0.0 0.0 -1.102
C -1.160 3.761 3.065 0.0 0.0 0.0 -0.870
C -2.272 3.170 2.494 0.0 0.0 0.0 -0.877
C -2.140 2.563 1.256 -0.1 0.0 0.0 0.467
N -0.994 2.541 0.582 0.2 -0.2 0.1 0.209
H 3.151 4.013 -0.178 0.0 0.0 0.0 0.412
H 3.242 3.125 1.333 0.0 0.0 0.0 0.293
H 2.373 4.665 1.281 0.0 0.0 0.0 0.596
H 4.118 1.602 -3.109 0.0 0.0 0.0 0.271
H 3.252 0.393 -4.004 0.0 0.0 0.0 0.235
H 0.932 4.177 2.800 0.0 0.0 0.0 0.507
H -1.222 4.230 4.038 0.0 0.0 0.0 0.497
H -3.230 3.159 2.994 0.0 0.0 0.0 0.517
H -2.981 2.062 0.801 0.0 -0.1 0.0 -0.500
N -0.008 0.032 0.351 0.3 0.1 -0.1 0.450
P 0.383 -1.450 0.817 -0.3 -0.1 0.1 -1.624
N 0.189 -1.480 2.443 0.1 -0.1 -0.1 0.727
C -0.389 -0.403 3.250 -0.1 0.0 0.0 0.672
C 0.480 -0.146 4.472 0.0 0.0 0.0 -0.763
C 0.574 -1.400 5.365 0.0 0.0 0.0 -0.725
C 0.213 -2.669 4.589 0.0 0.0 0.0 -1.100
C 0.780 -2.619 3.180 0.0 0.0 0.0 -0.572
N -0.471 -2.731 0.233 0.0 0.1 0.0 0.686
C -0.444 -3.044 -1.210 0.0 0.0 0.0 -0.435
C -1.855 -3.227 -1.747 0.0 0.0 0.0 -0.135
C -2.567 -4.404 -1.066 0.0 0.0 0.0 -0.994
C -2.080 -4.557 0.380 0.0 0.0 0.0 -1.094
C -1.671 -3.210 0.954 0.0 0.0 0.0 -0.314
N 1.959 -1.686 0.426 0.0 0.1 0.0 1.187
C 2.488 -2.931 -0.176 0.0 0.0 0.0 -0.467
C 4.011 -2.911 -0.188 0.0 0.0 0.0 -1.109
C 4.494 -1.580 -0.747 0.0 0.0 0.0 -0.611
C 4.098 -0.429 0.192 0.0 0.0 0.0 -0.513
C 2.945 -0.831 1.112 0.0 0.0 0.0 -0.536
H -1.406 -0.668 3.560 0.0 0.0 0.0 0.302
H -0.462 0.483 2.618 0.0 0.0 0.0 -0.781
H 0.074 0.697 5.032 0.0 0.0 0.0 0.491
H 1.474 0.153 4.129 0.0 0.0 0.0 0.222
H -0.082 -1.303 6.230 0.0 0.0 0.0 0.354
H 1.588 -1.491 5.757 0.0 0.0 0.0 0.312
H -0.872 -2.790 4.531 0.0 0.0 0.0 0.297
H 0.594 -3.554 5.099 0.0 0.0 0.0 0.460
H 0.572 -3.547 2.642 0.0 0.0 0.0 0.588
H 1.869 -2.510 3.226 0.0 0.0 0.0 0.207
H 0.133 -3.957 -1.382 0.0 0.0 0.0 0.238
H 0.061 -2.234 -1.739 0.0 0.0 0.0 0.147
H -1.799 -3.381 -2.827 0.0 0.0 0.0 0.861
H -2.407 -2.302 -1.570 0.0 0.0 0.0 -0.638
H -2.398 -5.328 -1.618 0.0 0.0 0.0 0.311
H -3.645 -4.228 -1.077 0.0 0.0 0.0 0.371
H -1.215 -5.223 0.427 0.0 0.0 0.0 0.271
H -2.853 -5.005 1.005 0.0 0.0 0.0 0.451
H -1.437 -3.298 2.011 0.0 0.0 0.0 0.411
H -2.496 -2.493 0.861 0.0 0.0 0.0 0.150
H 2.147 -2.994 -1.210 0.0 0.0 0.0 0.268
H 2.106 -3.803 0.361 0.0 0.0 0.0 0.314
H 4.352 -3.745 -0.801 0.0 0.0 0.0 0.474
H 4.414 -3.077 0.814 0.0 0.0 0.0 0.357
H 4.033 -1.432 -1.728 0.0 0.0 0.0 0.176
H 5.572 -1.592 -0.905 0.0 0.0 0.0 0.426
H 3.826 0.458 -0.382 0.0 0.0 0.0 -0.014
H 4.941 -0.147 0.826 0.0 0.0 0.0 0.503
H 2.430 0.053 1.489 0.0 0.0 0.0 0.087
H 3.332 -1.367 1.984 0.0 0.0 0.0 0.424
N -2.711 2.507 -6.891 0.0 -0.1 0.0 -0.417
C -2.269 2.897 -5.907 0.0 0.1 0.0 -0.301
C -1.756 3.380 -4.656 0.0 -0.1 0.0 -0.056
C -1.691 4.737 -4.354 0.0 0.0 0.0 -0.276
C -1.205 5.105 -3.112 0.0 0.0 0.0 -0.919
C -0.825 4.124 -2.217 0.0 0.0 0.0 0.004
N -0.889 2.816 -2.506 0.0 0.0 0.0 0.436
C -1.328 2.454 -3.716 0.0 0.0 0.0 0.010
H -2.011 5.475 -5.077 0.0 0.0 0.0 0.564
H -1.124 6.145 -2.831 0.0 0.0 0.0 0.494
H -0.455 4.382 -1.235 0.0 0.0 0.0 0.285
H -1.324 1.398 -3.942 0.0 0.0 0.0 0.655
N -3.729 -0.511 -3.102 0.0 0.0 0.0 -0.190
C -3.240 0.345 -2.211 0.1 -0.1 0.0 0.387
O -2.086 0.176 -1.769 -0.1 0.0 0.1 -0.183
C -4.134 1.463 -1.777 0.0 0.1 -0.1 -1.182
I -5.353 0.759 -0.164 0.0 0.1 -0.1 0.094
H -3.178 -1.313 -3.370 0.0 0.0 0.0 0.239
H -4.680 -0.454 -3.428 0.0 0.0 0.0 0.248
H -4.804 1.775 -2.574 0.0 0.0 0.1 0.628
H -3.539 2.311 -1.445 -0.1 -0.1 0.1 0.294
```
Forces are in eV/Å.

Values from the calculation:
HOMO (alpha / beta): -13.3 / -13.3 eV
charge: +2
multiplicity: 2
lowest unoccupied orbital energy (alpha / beta): -0.216 / -0.235 Eh

=====

Below is one molecule with the formula C6H8, with properties calculated with the ωB97M-V functional and the def2-TZVPD basis.

```
14
Properties=species:S:1:pos:R:3:forces:R:3:mulliken_charge:R:1
C 0.517 -0.815 1.448 -0.1 0.0 0.0 -1.100
C -0.970 0.953 -0.664 0.0 -0.2 -0.2 -0.394
C 1.160 -0.038 0.305 0.1 -0.1 -0.1 -0.374
C 0.344 1.206 -0.065 0.0 0.0 0.1 -0.314
C -1.532 0.081 -1.414 0.0 -0.1 0.0 0.501
C -2.056 -0.826 -2.177 0.1 0.2 0.2 -0.698
H 0.395 -0.175 2.330 0.0 -0.1 -0.1 0.310
H 1.122 -1.680 1.736 -0.1 0.1 0.0 0.315
H -0.474 -1.181 1.158 0.1 0.0 0.0 0.313
H 1.250 -0.677 -0.579 0.0 0.1 0.1 0.298
H 2.172 0.273 0.591 -0.1 0.0 -0.1 0.308
H 0.278 1.893 0.786 -0.1 0.0 -0.1 0.343
H 0.853 1.779 -0.859 0.0 0.0 0.1 0.258
H -3.058 -0.794 -2.597 0.1 0.1 0.1 0.235
```
Forces are in eV/Å.

Values from the calculation:
HOMO: -8.1 eV
charge: 0
lowest unoccupied orbital energy: -0.039 Eh

=====

Below is one molecule with the formula C20H19FN6O2 in a non-equilibrium geometry, with properties calculated with the ωB97M-V functional and the def2-TZVPD basis.

```
48
Properties=species:S:1:pos:R:3:forces:R:3:mulliken_charge:R:1
O -2.045 1.563 -1.877 0.5 -0.7 1.0 -0.793
F -1.115 -2.033 7.408 -0.4 0.7 -0.7 -0.309
N 1.668 -1.680 -4.079 0.7 0.5 0.0 -1.073
N -1.504 1.430 2.009 0.0 -0.1 0.2 -0.365
O 5.223 -2.371 -5.662 0.6 -0.1 -0.4 -0.416
C -1.029 1.314 -1.209 -0.3 0.5 -3.0 0.566
C 1.115 -0.802 -3.258 0.1 -0.6 0.5 0.071
C 2.992 -1.327 -2.263 -0.1 0.1 -1.9 -1.247
C 1.908 -0.536 -2.148 0.2 -0.2 0.3 0.366
C -2.300 1.454 3.087 0.4 -0.1 -0.1 0.241
C -1.787 2.112 0.902 -1.5 0.2 2.3 -0.229
C -3.408 2.245 3.080 -1.6 1.2 -0.5 -0.521
C -2.223 -0.035 6.616 0.7 -0.6 0.3 -0.507
C -0.919 -1.447 5.121 -0.1 -0.2 -0.6 -0.397
C -2.456 0.866 5.589 0.0 -0.4 -1.5 -0.554
C -1.199 -0.571 4.060 -1.0 0.4 0.8 -0.414
C -3.758 2.998 1.948 0.8 -0.6 1.1 -0.866
C -1.411 -1.168 6.381 -0.4 0.3 0.2 0.271
C -1.995 0.588 4.252 1.0 -0.7 1.1 0.502
C -2.960 2.922 0.817 -0.9 0.3 -1.1 1.015
N -3.379 3.612 -0.335 1.0 -0.6 -0.4 -0.621
N -0.773 1.987 -0.026 1.4 -0.6 -1.5 -0.194
N -0.045 0.511 -1.768 -0.5 0.3 1.1 0.109
N 2.895 -1.912 -3.521 -0.5 0.2 1.5 0.698
C -0.245 -0.245 -3.054 0.2 1.7 -0.7 -0.224
C 1.274 0.292 -1.107 -0.6 0.9 -1.8 -0.455
C 5.288 -2.278 -4.239 -0.5 0.8 0.2 -0.490
C 3.873 -2.878 -5.656 0.0 0.3 0.6 -0.531
C 3.869 -2.802 -4.110 -1.2 -0.7 -0.3 0.094
H 3.749 -1.452 -1.546 1.2 -0.4 0.3 0.499
H -4.100 2.277 3.909 0.1 -0.1 0.2 0.286
H -2.651 0.134 7.608 0.3 -0.1 -0.3 0.401
H -0.405 -2.394 4.891 -0.1 0.6 0.5 0.360
H -3.059 1.759 5.791 0.3 -0.4 -0.1 0.300
H -0.879 -0.850 3.064 0.0 0.2 0.0 0.387
H -4.612 3.672 2.010 0.1 -0.3 -0.3 0.377
H -4.379 3.805 -0.439 0.8 -0.3 0.3 0.243
H -2.958 3.190 -1.179 -0.5 0.3 0.5 0.294
H 0.069 1.685 0.449 -0.2 0.0 0.0 0.361
H -0.513 0.426 -3.907 -0.1 -0.3 0.9 0.257
H -0.984 -1.019 -2.961 -0.5 -0.3 0.1 0.302
H 1.198 -0.257 -0.216 -0.3 -0.6 1.5 0.381
H 1.770 1.259 -0.926 0.0 -0.3 0.0 0.323
H 5.438 -1.251 -3.887 -0.2 0.0 -0.2 0.306
H 6.026 -2.875 -3.735 0.6 -0.6 -0.2 0.307
H 3.163 -2.229 -6.187 0.2 -0.1 0.3 0.285
H 3.804 -3.897 -6.040 0.1 0.1 -0.1 0.257
H 3.768 -3.793 -3.657 0.2 0.1 0.1 0.347
```
Forces are in eV/Å.

Values from the calculation:
HOMO: -7.8 eV
charge: 0
lowest unoccupied orbital energy: 0.016 Eh

=====

Below is a 2-piece molecular cluster, C6H13NO4 overall in a non-equilibrium geometry, with properties calculated with the ωB97M-V functional and the def2-TZVPD basis.

```
24
Properties=species:S:1:pos:R:3:forces:R:3:mulliken_charge:R:1
C -0.840 -0.929 -0.789 -2.1 -3.2 2.3 0.070
C 0.274 -2.029 -0.444 -0.4 -0.1 2.1 -0.780
C 1.629 0.024 -0.488 6.0 -1.2 -3.8 -0.806
C 0.865 1.184 -0.126 0.9 3.0 2.0 -0.271
C -0.169 0.993 1.051 0.5 0.0 -5.6 -0.549
C -1.349 0.113 0.258 2.6 0.8 1.1 0.321
H -2.644 -0.876 -2.370 1.2 -2.7 3.8 0.314
H -0.677 -0.427 -1.703 0.9 0.5 -0.7 0.368
H 0.021 -2.748 0.475 -0.3 1.4 -2.3 0.295
H 0.581 -2.676 -1.303 -0.6 0.8 0.3 0.271
H 2.320 -1.829 0.207 -2.4 1.4 -0.4 0.285
H 1.967 0.073 -1.684 -1.8 -0.7 2.2 0.166
H 2.688 0.311 -0.253 -0.8 -0.4 0.7 0.474
H 0.464 1.547 -1.026 -1.2 1.0 -0.7 0.530
H 1.972 2.177 1.172 0.3 0.2 0.7 0.361
H -0.619 1.959 0.968 -0.4 0.9 1.9 0.485
H 0.995 -0.339 1.466 -1.0 1.3 2.8 0.680
H -1.765 -0.311 1.210 -0.8 -0.2 -1.5 0.180
H -2.902 0.255 -0.705 -0.3 0.7 -0.3 0.348
N 1.396 -1.262 0.103 1.8 -0.9 0.6 -0.265
O -2.097 -1.741 -0.975 -0.3 3.0 -4.6 -0.645
O 1.971 2.272 0.222 -2.5 -1.6 -0.8 -0.640
O 0.529 0.458 2.130 0.1 -2.2 -2.5 -0.662
O -2.232 0.958 -0.621 0.8 -1.7 2.5 -0.529
```
Forces are in eV/Å.

Values from the calculation:
HOMO: -9.5 eV
charge: 0
lowest unoccupied orbital energy: -0.071 Eh

=====

Below is one molecule with the formula C4H11PS2 in a non-equilibrium geometry, with properties calculated with the ωB97M-V functional and the def2-TZVPD basis.

```
18
Properties=species:S:1:pos:R:3:forces:R:3:mulliken_charge:R:1
C 1.723 -0.404 0.356 0.1 -0.1 1.2 -1.556
C 0.808 -0.040 -1.941 0.0 -1.3 0.5 -1.137
C -1.469 -0.392 1.973 0.2 0.5 -1.1 -0.990
C 0.528 -0.540 -0.521 -2.9 2.0 1.2 0.279
P -0.997 0.582 0.466 3.2 -0.2 -0.4 0.457
S -0.363 2.374 0.980 -0.1 -0.5 -0.2 -0.406
S -2.582 0.646 -0.855 -1.0 -0.6 -0.3 -0.305
H 2.125 0.575 0.274 0.4 1.1 -0.4 0.444
H 1.647 -0.496 1.457 -0.5 -0.5 -0.5 0.313
H 2.457 -1.092 0.003 0.8 -0.6 -0.1 0.401
H 0.466 0.957 -2.125 -0.1 0.8 0.0 0.296
H 0.313 -0.712 -2.669 0.5 0.4 0.2 0.282
H 1.909 -0.079 -1.987 -0.4 0.1 -0.8 0.357
H -1.823 0.404 2.653 -0.5 -0.8 -0.3 0.329
H -2.123 -1.230 1.658 0.1 0.6 0.8 0.361
H -0.525 -0.736 2.413 -0.2 -0.2 -0.3 0.312
H 0.055 -1.503 -0.554 0.1 -0.6 0.2 0.390
H -2.148 1.687 -1.581 0.3 0.0 0.3 0.173
```
Forces are in eV/Å.

Values from the calculation:
HOMO: -8.4 eV
charge: 0
lowest unoccupied orbital energy: 0.022 Eh

=====

Below is C2H8N4O2 as an isolated structure in a non-equilibrium geometry, with properties calculated with the ωB97M-V functional and the def2-TZVPD basis.

```
16
Properties=species:S:1:pos:R:3:forces:R:3:mulliken_charge:R:1
C -0.721 -0.618 1.583 -0.8 -3.3 0.9 -0.675
C 0.628 0.248 -0.387 -1.7 -0.7 0.4 0.288
H -0.066 -1.683 1.828 -2.4 3.0 -0.6 0.181
H -1.885 -0.810 1.898 2.9 0.6 -1.3 0.221
H -0.308 0.145 2.247 -0.1 -0.1 -0.3 0.312
H -2.474 0.127 -0.788 3.4 -3.8 -0.9 0.294
H -0.855 -1.065 -1.779 -3.9 1.5 3.5 0.349
H 1.493 0.930 -2.070 -1.5 -0.6 0.6 0.337
H 0.223 2.446 -1.301 -3.2 -2.0 -2.1 0.366
H 2.520 -0.497 1.585 -0.7 -1.1 0.3 0.341
N -0.578 -0.223 0.160 -0.5 -0.9 -0.3 0.197
N -1.662 -0.859 -0.745 2.4 3.5 -1.4 -0.611
N 0.534 0.695 -1.679 3.6 -2.9 -1.1 -0.272
N 1.806 0.307 0.122 -1.3 -2.2 1.1 -0.520
O -0.339 1.657 -1.835 0.4 6.5 1.5 -0.403
O 1.684 -0.799 1.162 3.4 2.4 -0.3 -0.405
```
Forces are in eV/Å.

Values from the calculation:
HOMO: -8.4 eV
charge: 0
lowest unoccupied orbital energy: 0.019 Eh

=====

The records above give, respectively, ΔE to the lowest compared entry with this formula, charge and spin values of 46.7 125.3 0.0 96.4 82.4 193.3 0.0 248.4 kcal per mole.